{
  "formula": "C32H24IrN3O3PS",
  "method": "ωB97M-V with the def2-TZVPD basis set",
  "e_tot_ev": -67125.22524,
  "homo_lumo_gap_ev": [6.06, 4.66],
  "e_above_lowest_ev": 0.727,
  "spin_multiplicity": 6,
  "total_charge": 2,
  "elements": ["Ir", "N", "C", "C", "C", "C", "C", "C", "P", "C", "C", "C", "C", "C", "C", "C", "C", "C", "C", "C", "C", "H", "H", "H", "H", "H", "H", "H", "H", "H", "H", "H", "H", "H", "H", "H", "H", "O", "S", "O", "N", "C", "O", "C", "C", "C", "C", "C", "C", "H", "H", "H", "H", "N", "C", "C", "C", "C", "C", "C", "C", "H", "H", "H", "H"],
  "coordinates": [[13.409953, 10.175232, 8.272206], [15.028991, 8.851389, 8.107594], [16.055970, 9.081189, 9.158576], [17.343470, 8.512186, 8.990772], [18.180985, 8.566931, 10.089680], [17.851471, 9.239980, 11.230583], [16.709832, 10.063626, 11.243814], [15.729039, 9.887476, 10.222909], [14.044630, 10.597848, 10.382395], [13.703610, 12.297709, 10.900697], [12.668284, 12.474305, 11.840270], [11.958576, 13.692522, 11.859309], [12.207802, 14.692983, 10.890008], [13.279889, 14.605422, 10.068339], [14.287126, 13.496064, 10.178797], [13.304667, 9.634093, 11.730758], [12.245527, 8.788051, 11.597137], [12.051289, 7.822835, 12.618389], [12.728723, 7.970712, 13.886169], [13.719022, 8.924258, 14.047968], [13.929375, 9.799081, 12.991537], [15.482320, 9.012732, 7.242390], [14.772459, 7.866147, 8.010451], [17.687089, 8.089017, 8.027294], [19.244308, 8.235063, 10.023449], [18.611534, 9.358555, 12.050803], [16.613370, 10.982875, 11.807038], [12.488711, 11.629017, 12.518759], [11.101923, 13.693000, 12.517689], [11.547658, 15.523906, 10.720648], [13.556588, 15.365685, 9.332504], [15.195381, 13.905171, 10.740987], [11.668826, 8.811399, 10.681555], [11.318213, 7.016823, 12.459314], [12.608619, 7.276650, 14.731959], [14.235925, 8.989734, 15.001993], [14.585071, 10.672813, 13.245660], [12.098596, 7.769499, 5.140131], [12.102785, 7.501615, 6.594173], [13.187124, 6.671042, 7.125961], [12.040328, 8.967015, 7.490197], [10.734189, 9.322377, 7.901782], [10.626857, 10.386600, 8.545749], [9.840018, 8.246602, 7.604275], [8.493790, 8.207890, 7.905186], [7.853479, 6.959686, 7.758149], [8.476054, 5.887448, 7.142632], [9.866793, 5.907565, 6.872664], [10.495438, 7.084623, 7.155861], [7.961498, 9.050799, 8.286779], [6.815632, 6.850010, 8.043912], [7.900440, 5.043842, 6.740170], [10.319576, 5.009851, 6.408135], [16.316099, 16.164326, 5.224873], [15.935670, 15.340410, 5.940147], [15.248822, 14.383437, 6.680611], [14.268159, 13.630681, 5.991383], [13.619157, 12.590122, 6.710383], [14.091181, 12.067814, 7.948916], [14.963857, 13.005591, 8.783274], [15.506633, 14.157695, 8.029500], [13.972008, 13.872016, 5.011069], [12.729626, 12.140687, 6.229807], [15.889440, 12.521970, 9.103565], [16.050105, 14.930831, 8.634143]],
  "forces_ev_per_angstrom": [[-0.385, 1.884, -0.673], [1.526, -0.922, 0.884], [0.206, -1.172, -1.319], [-0.857, 0.273, 0.041], [1.794, -0.714, -1.057], [-0.137, 2.447, 1.901], [-0.126, -0.386, -1.290], [0.909, 0.643, 1.244], [-0.347, 0.352, 1.743], [0.266, 0.006, 0.318], [1.358, 0.063, -0.842], [-0.150, -1.176, 0.246], [0.376, 0.006, -0.596], [0.828, -0.182, -0.352], [0.520, -0.840, -0.318], [0.984, 1.262, 0.885], [0.082, -2.056, 0.394], [-0.245, 0.802, 1.357], [-0.307, -1.469, -1.519], [-0.961, 0.449, -0.562], [1.340, 0.660, 0.488], [0.591, 0.392, -1.344], [-0.308, -0.268, 0.458], [-0.467, 0.100, 0.760], [-1.153, -0.174, -0.082], [-0.918, -0.196, -0.969], [0.048, -0.525, 0.935], [-0.609, 0.780, -0.408], [-0.006, 0.542, 0.060], [-0.308, 0.164, 0.380], [-0.492, 0.026, 0.305], [-0.969, -0.440, -0.342], [-0.069, -0.422, -0.050], [0.336, 0.571, 0.287], [-0.411, 0.128, -0.763], [-0.049, 0.309, -0.266], [-0.294, -0.966, -0.853], [-0.031, -0.377, 3.211], [1.345, 0.084, -1.928], [-1.232, 1.207, -0.317], [-0.180, 0.070, -0.129], [1.906, 2.129, 0.889], [-0.378, -1.929, -1.239], [-1.189, -0.839, 0.305], [0.037, -1.640, 0.234], [-0.329, 0.626, -0.441], [0.688, -0.367, -0.464], [-1.172, -0.742, -0.322], [0.220, 0.296, -0.682], [-0.121, 0.447, 0.211], [-0.056, 0.163, -0.148], [0.172, 0.223, 0.759], [-0.015, 0.920, 0.347], [0.079, -0.545, 0.530], [0.477, 2.063, -1.263], [-1.258, -1.837, -0.313], [0.894, 0.085, 1.812], [-0.380, -0.637, 0.317], [-0.830, 0.623, -0.654], [-0.336, 0.119, 0.579], [-0.029, 1.070, 0.814], [-0.186, 0.246, -1.008], [0.521, 0.132, 0.309], [-0.013, -0.627, 0.326], [-0.200, -0.915, -0.818]],
  "lowdin_charge": [1.347, -0.045, -0.265, 0.012, -0.060, -0.045, -0.041, -0.288, 0.987, -0.267, -0.043, 0.001, -0.046, -0.006, -0.229, -0.380, -0.075, -0.010, -0.032, -0.059, -0.110, 0.100, 0.095, 0.142, 0.146, 0.145, 0.114, 0.107, 0.122, 0.122, 0.126, 0.185, 0.093, 0.118, 0.124, 0.124, 0.130, -0.267, 0.742, -0.310, -0.285, -0.486, 0.022, -0.156, 0.053, -0.017, -0.014, -0.001, -0.231, 0.131, 0.122, 0.134, 0.151, 0.252, -0.143, -0.189, 0.035, -0.012, -0.222, -0.274, 0.066, 0.123, 0.130, 0.138, 0.171]
}

{
  "formula": "C32H24N4OPdS5",
  "method": "ωB97M-V with the def2-TZVPD basis set",
  "e_tot_ev": -99238.97474,
  "homo_lumo_gap_ev": [5.18, 5.17],
  "e_above_lowest_ev": 2.157,
  "total_charge": -2,
  "elements": ["Pd", "S", "C", "C", "C", "C", "N", "C", "C", "C", "S", "C", "N", "H", "H", "C", "C", "O", "H", "H", "H", "H", "H", "H", "C", "C", "C", "C", "C", "C", "C", "C", "C", "C", "C", "C", "C", "C", "H", "H", "H", "H", "H", "H", "H", "H", "H", "H", "H", "S", "C", "S", "C", "N", "N", "C", "C", "C", "C", "C", "C", "S", "H", "H", "H", "H", "H"],
  "coordinates": [[-1.290564, 0.153117, -0.296218], [-1.381960, 1.007689, 1.967503], [-2.843844, 0.131830, 2.317820], [-3.037336, -0.362643, 3.607897], [-4.182560, -1.067330, 3.968253], [-4.345790, -1.499399, 5.313579], [-4.462288, -1.824189, 6.413851], [-5.167985, -1.319820, 2.993382], [-4.991074, -0.823474, 1.704917], [-3.871272, -0.073130, 1.342750], [-3.789219, 0.632596, -0.244226], [-6.346415, -2.050667, 3.309186], [-7.317395, -2.627740, 3.541073], [-2.268533, -0.186736, 4.348160], [-5.750541, -1.013486, 0.959094], [-2.039091, -0.863840, -4.958501], [-1.246295, -1.244614, -3.713728], [-1.748838, -0.590925, -2.563624], [-1.557287, -1.256603, -5.857626], [-2.092937, 0.222943, -5.030570], [-3.056070, -1.255718, -4.897150], [-0.208801, -0.919337, -3.812129], [-1.249983, -2.331849, -3.572477], [-2.592985, -0.972544, -2.287177], [1.523816, 6.707295, -1.221175], [2.147493, 5.472032, -1.090954], [1.400427, 4.310660, -1.002247], [-0.000923, 4.341176, -1.043969], [-0.609156, 5.596214, -1.176178], [0.137774, 6.758690, -1.267958], [-0.837176, 3.140061, -0.916436], [-0.445730, 1.874305, -1.063180], [0.749629, 1.241290, -1.560909], [1.226391, 1.466268, -2.867831], [2.284712, 0.742012, -3.382028], [2.922484, -0.223994, -2.613418], [2.498514, -0.435105, -1.306647], [1.430570, 0.272995, -0.784131], [2.110492, 7.616927, -1.270201], [3.229382, 5.415566, -1.054224], [1.899469, 3.359499, -0.883908], [-1.691712, 5.647571, -1.211752], [-0.359844, 7.715833, -1.377818], [-1.874047, 3.324231, -0.651680], [0.738318, 2.230511, -3.461346], [2.626241, 0.932615, -4.394000], [3.747475, -0.795842, -3.019728], [3.014057, -1.166517, -0.694886], [1.127182, 0.126885, 0.246816], [2.669505, -5.988662, 0.235015], [1.574111, -4.750204, 0.431775], [0.004818, -4.762329, -0.323287], [-0.337363, -3.112686, 0.310035], [0.667731, -2.663330, 0.982413], [1.707322, -3.569216, 1.088894], [2.776777, -3.142156, 1.917510], [2.981562, -1.767888, 2.048911], [3.995414, -1.288046, 2.857882], [4.811243, -2.164190, 3.558787], [4.581921, -3.527821, 3.457300], [3.571902, -4.022622, 2.647519], [-1.821339, -2.375879, 0.018989], [2.321300, -1.088812, 1.530180], [4.143681, -0.219291, 2.947678], [5.607231, -1.788620, 4.190233], [5.190184, -4.220816, 4.026002], [3.397227, -5.082744, 2.589912]],
  "forces_ev_per_angstrom": [[0.621, 0.261, -0.744], [0.228, 0.072, 0.004], [-0.061, 0.022, 0.057], [-0.133, -0.107, -0.044], [0.035, 0.134, -0.340], [-0.026, -0.125, 0.378], [-0.004, 0.001, -0.059], [0.392, 0.262, -0.131], [-0.046, -0.167, 0.307], [0.041, 0.353, -0.166], [-0.763, -0.019, -0.186], [-0.407, -0.199, 0.074], [0.077, 0.024, -0.004], [0.004, -0.028, 0.012], [-0.004, 0.031, -0.011], [0.125, -0.008, 0.161], [-0.007, -0.049, -0.025], [-0.004, 0.165, -0.484], [-0.054, -0.030, -0.010], [-0.009, 0.004, -0.041], [-0.014, 0.009, -0.054], [-0.014, -0.019, 0.029], [0.050, 0.021, 0.035], [-0.037, 0.016, 0.083], [0.019, -0.005, 0.000], [0.010, 0.056, -0.018], [-0.117, -0.056, 0.038], [0.108, 0.217, -0.323], [-0.044, -0.116, -0.016], [0.054, 0.092, 0.003], [0.113, -0.116, -0.300], [-1.127, -1.002, 1.734], [1.179, -0.209, -0.444], [-0.375, 0.035, 0.287], [0.162, -0.024, -0.150], [-0.085, 0.058, 0.124], [0.196, -0.172, -0.192], [-0.070, 0.498, -0.059], [-0.003, -0.005, -0.038], [-0.003, -0.013, 0.028], [0.037, -0.001, 0.024], [0.003, -0.015, 0.030], [-0.033, -0.021, 0.029], [0.048, -0.115, 0.287], [-0.035, -0.050, -0.058], [-0.036, 0.011, 0.002], [-0.002, -0.002, -0.005], [-0.069, -0.001, 0.022], [-0.023, -0.052, -0.044], [0.175, -0.216, 0.028], [-0.138, 0.370, -0.034], [0.162, 0.529, 0.384], [0.577, -0.837, -0.179], [0.005, 0.441, 0.328], [-0.335, -0.611, -0.318], [0.238, 0.240, 0.172], [-0.054, -0.014, -0.097], [0.076, 0.007, 0.032], [0.008, -0.038, 0.017], [0.054, 0.070, 0.035], [-0.151, -0.033, -0.109], [-0.455, 0.593, -0.007], [0.022, -0.030, 0.060], [-0.036, 0.004, -0.026], [-0.016, 0.005, 0.005], [-0.009, -0.023, -0.026], [-0.020, -0.072, -0.065]],
  "lowdin_charge": [0.361, 0.536, -0.737, -0.086, -0.217, -0.212, 0.121, -0.216, -0.093, -0.775, 0.480, -0.210, 0.122, 0.100, 0.099, -0.089, -0.305, -0.205, 0.064, 0.072, 0.069, 0.102, 0.112, 0.020, -0.128, -0.102, -0.032, -0.206, -0.052, -0.115, -0.091, -0.207, -0.279, -0.058, -0.114, -0.104, -0.080, -0.066, 0.085, 0.093, 0.106, 0.107, 0.090, 0.088, 0.117, 0.092, 0.091, 0.091, 0.067, 0.490, -1.121, 0.921, -1.109, 0.002, -0.145, -0.189, -0.019, -0.082, -0.113, -0.099, -0.052, 0.586, 0.083, 0.102, 0.091, 0.095, 0.054]
}